Record 1
Entry from the OMol25 dataset: an isolated molecule of C9H13O3 (ωB97M-V/def2-TZVPD).

Geometry (Å):
C1 -3.1162 -1.1380 0.1172
C2 -1.6735 -0.7936 0.0943
C3 -1.2584 0.5191 -0.1513
C4 0.0155 0.8616 0.2349
C5 1.0981 -0.1411 0.5005
C6 0.5824 -1.5456 0.5626
C7 -0.7270 -1.8050 0.3771
C8 1.6923 0.3107 1.8298
O1 2.1359 0.0395 -0.5025
O2 1.5207 -0.0031 -1.8393
O3 0.4550 2.1217 0.3944
C9 -2.2413 1.5599 -0.5929
H1 -3.2406 -2.1646 0.4711
H2 -3.6415 -0.4896 0.8274
H3 -3.5960 -1.0439 -0.8644
H4 0.9945 0.8581 -1.8046
H5 1.3570 -2.2866 0.7456
H6 -1.0775 -2.8309 0.5181
H7 0.8623 0.4157 2.5435
H8 2.3559 -0.4778 2.1870
H9 2.2514 1.2491 1.7166
H10 0.0319 2.7162 -0.2497
H11 -1.7745 2.4715 -0.9896
H12 -2.8871 1.1601 -1.3820
H13 -2.9041 1.8363 0.2374

The expectation value of S² is 0.791. As for the spin multiplicity: 2. As for the HOMO-LUMO gap (alpha / beta): 7.220 / 8.669 eV. The value obtained for the molar mass is 169.20 Da. As for the energy relative to the best compared isomer or geometry (same formula, charge and spin): 38.38 kcal per mole. As for the HOMO energy (alpha / beta): -6.771 / -8.849 eV.

Atomic partial charges in e from the Löwdin method, atoms 1 to 8: atom 1 (C): -0.054, atom 2 (C): -0.232, atom 3 (C): -0.187, atom 4 (C): -0.261, atom 5 (C): -0.468, atom 6 (C): 0.006, atom 7 (C): -0.046, atom 8 (C): 0.005

Record 2
Entry from the OMol25 dataset: C2H3CsLiO2 as an isolated structure (ωB97M-V/def2-TZVPD).

Geometry (Å):
H1 2.8761 1.2345 0.5608
O1 1.9355 1.0228 0.5731
C1 1.3287 1.5914 -0.5022
C2 0.0088 2.1726 -0.0989
O2 -0.9781 1.2188 0.1016
Cs1 -0.2725 -1.7578 -0.2971
Li1 -2.6893 1.3568 0.4750
H2 -0.2555 2.9061 -0.9023
H3 0.1421 2.8270 0.7987

The expectation value of S² is 0.753. As for the spin multiplicity: 2. As for the HOMO-LUMO gap (alpha / beta): 2.930 / 7.363 eV. The value obtained for the molar mass is 198.89 Da. As for the energy relative to the best compared isomer or geometry (same formula, charge and spin): 5.15 kcal per mole. As for the HOMO energy (alpha / beta): -3.326 / -7.689 eV.

Atomic partial charges in e from the Löwdin method, atoms 1 to 8: atom 1 (H): 0.090, atom 2 (O): -0.076, atom 3 (C): -0.063, atom 4 (C): -0.508, atom 5 (O): -0.618, atom 6 (Cs): 0.547, atom 7 (Li): 0.438, atom 8 (H): 0.087

Record 3
Entry from the OMol25 dataset: C38H29AsN6O3PbS2 as an isolated structure (ωB97M-V/def2-TZVPD).

Geometry (Å):
Pb1 -6.5594 -14.5734 10.8964
O1 -8.7785 -16.3473 6.8138
C1 -8.0635 -16.0761 7.7555
N1 -6.9984 -15.1143 7.7667
C2 -7.0179 -14.0461 7.0443
O2 -8.0111 -13.7570 6.2317
C3 -5.8194 -13.1798 6.9150
C4 -4.7514 -13.3068 7.7702
C5 -3.6098 -12.6377 7.4486
C6 -3.5710 -11.7414 6.3793
C7 -4.7769 -11.6376 5.6684
N2 -5.8849 -12.3246 5.9246
C8 -8.3031 -16.8548 9.0561
C9 -8.8869 -18.0907 8.9385
C10 -9.2284 -18.8150 10.0624
C11 -8.9992 -18.2159 11.3100
C12 -8.3938 -17.0160 11.3386
N3 -8.0596 -16.3399 10.2647
H1 -4.7319 -14.0545 8.5784
H2 -2.7370 -12.7558 8.0893
H3 -2.6240 -11.3040 6.0146
H4 -4.8324 -10.9728 4.8422
H5 -9.0781 -18.4173 7.8976
H6 -9.7573 -19.7230 9.9090
H7 -9.3446 -18.6843 12.2304
H8 -8.2905 -16.5790 12.3412
N4 -3.5748 -18.2186 11.7615
C13 -4.4082 -17.1578 11.7151
S1 -4.8034 -16.5943 10.1141
N5 -4.9050 -16.7825 12.8651
N6 -5.7977 -15.7728 12.9486
C14 -5.9636 -15.2956 14.1256
C15 -6.9626 -14.3393 14.6214
C16 -6.8928 -13.9018 15.9466
C17 -7.8140 -13.0384 16.5155
C18 -8.8643 -12.5518 15.7229
C19 -8.9130 -12.9608 14.4352
C20 -7.9787 -13.8510 13.8298
O3 -8.1455 -14.1025 12.5441
H9 -3.1310 -18.5412 10.9158
H10 -3.1263 -18.5213 12.6292
H11 -5.3011 -15.6864 14.9082
H12 -6.1217 -14.3505 16.5628
H13 -7.6623 -12.8407 17.5616
H14 -9.6767 -11.8777 16.0739
H15 -9.6685 -12.5722 13.7601
S2 -8.9085 -12.3416 6.4844
C21 -10.5299 -13.0378 6.6355
C22 -11.3975 -12.9956 5.5344
C23 -12.7172 -13.3554 5.6501
C24 -13.2189 -13.7564 6.8734
C25 -12.3982 -13.7367 7.9922
C26 -11.0657 -13.4168 7.8823
As1 -9.8940 -13.4738 9.4636
C27 -11.1039 -14.6299 10.5004
C28 -11.3466 -15.8811 9.9444
C29 -12.1916 -16.7873 10.5800
C30 -12.7022 -16.4694 11.8139
C31 -12.4133 -15.2494 12.3938
C32 -11.6043 -14.3161 11.7449
C33 -10.4433 -11.7769 10.2429
C34 -9.6063 -11.4128 11.2724
C35 -9.9225 -10.2541 12.0326
C36 -11.0260 -9.4744 11.7417
C37 -11.8500 -9.8007 10.6793
C38 -11.5047 -10.9296 9.8998
H16 -11.0172 -12.7233 4.5501
H17 -13.3256 -13.3680 4.7667
H18 -14.2766 -13.9268 6.9991
H19 -12.7813 -13.9988 8.9595
H20 -10.9732 -16.1313 8.9699
H21 -12.4669 -17.7146 10.1004
H22 -13.2894 -17.1536 12.3793
H23 -12.8280 -14.9654 13.3403
H24 -11.2838 -13.4083 12.2566
H25 -8.7480 -11.9960 11.5788
H26 -9.2226 -10.0212 12.8657
H27 -11.3018 -8.6217 12.3541
H28 -12.7306 -9.2140 10.4151
H29 -12.1625 -11.1773 9.0913

As for the HOMO-LUMO gap: 6.274 eV. The value obtained for the molar mass is 963.94 Da. As for the energy relative to the best compared isomer or geometry (same formula, charge and spin): 14.84 kcal per mole. As for the HOMO energy: -7.097 eV.

Atomic partial charges in e from the Löwdin method, atoms 1 to 8: atom 1 (Pb): 1.151, atom 2 (O): 0.113, atom 3 (C): -0.369, atom 4 (N): 0.183, atom 5 (C): -0.403, atom 6 (O): -0.339, atom 7 (C): -0.238, atom 8 (C): -0.028

Record 4
Entry from the OMol25 dataset: an isolated molecule of C5H5N5 (ωB97M-V/def2-TZVPD).

Geometry (Å):
C1 2.6243 -0.1433 -0.1180
C2 0.5551 0.5454 0.0161
C3 -0.4241 -2.0117 0.0570
C4 -1.1827 0.1722 -0.0954
C5 -2.1087 1.2615 0.0255
N1 2.6052 1.1442 0.0078
N2 1.2914 1.6291 0.0370
N3 0.8958 -1.8617 0.0498
N4 -1.3895 -1.1049 -0.1632
N5 1.3500 -0.6090 -0.0439
H1 3.5165 -0.7407 0.0267
H2 -0.8210 -3.0759 0.0312
H3 -2.5778 1.4479 0.9982
H4 -2.8458 1.2317 -0.6998
H5 -1.4887 2.1153 -0.1290

The expectation value of S² is 2.017. As for the spin multiplicity: 3. As for the HOMO-LUMO gap (alpha / beta): 7.715 / 6.636 eV. The value obtained for the molar mass is 135.13 Da. As for the energy relative to the best compared isomer or geometry (same formula, charge and spin): 9.74 kcal per mole. As for the HOMO energy (alpha / beta): -6.872 / -10.166 eV.

Atomic partial charges in e from the Löwdin method, atoms 1 to 8: atom 1 (C): -0.139, atom 2 (C): -0.125, atom 3 (C): -0.195, atom 4 (C): -0.212, atom 5 (C): -0.058, atom 6 (N): 0.019, atom 7 (N): 0.082, atom 8 (N): 0.126

> Which value of energy relative to the best compared isomer or geometry (same formula, charge and spin) does entry 3 give?

14.84 kcal per mole

Copy entry 1 word for word.
Entry from the OMol25 dataset: an isolated molecule of C9H13O3 (ωB97M-V/def2-TZVPD).

Geometry (Å):
C1 -3.1162 -1.1380 0.1172
C2 -1.6735 -0.7936 0.0943
C3 -1.2584 0.5191 -0.1513
C4 0.0155 0.8616 0.2349
C5 1.0981 -0.1411 0.5005
C6 0.5824 -1.5456 0.5626
C7 -0.7270 -1.8050 0.3771
C8 1.6923 0.3107 1.8298
O1 2.1359 0.0395 -0.5025
O2 1.5207 -0.0031 -1.8393
O3 0.4550 2.1217 0.3944
C9 -2.2413 1.5599 -0.5929
H1 -3.2406 -2.1646 0.4711
H2 -3.6415 -0.4896 0.8274
H3 -3.5960 -1.0439 -0.8644
H4 0.9945 0.8581 -1.8046
H5 1.3570 -2.2866 0.7456
H6 -1.0775 -2.8309 0.5181
H7 0.8623 0.4157 2.5435
H8 2.3559 -0.4778 2.1870
H9 2.2514 1.2491 1.7166
H10 0.0319 2.7162 -0.2497
H11 -1.7745 2.4715 -0.9896
H12 -2.8871 1.1601 -1.3820
H13 -2.9041 1.8363 0.2374

The expectation value of S² is 0.791. As for the spin multiplicity: 2. As for the HOMO-LUMO gap (alpha / beta): 7.220 / 8.669 eV. The value obtained for the molar mass is 169.20 Da. As for the energy relative to the best compared isomer or geometry (same formula, charge and spin): 38.38 kcal per mole. As for the HOMO energy (alpha / beta): -6.771 / -8.849 eV.

Atomic partial charges in e from the Löwdin method, atoms 1 to 8: atom 1 (C): -0.054, atom 2 (C): -0.232, atom 3 (C): -0.187, atom 4 (C): -0.261, atom 5 (C): -0.468, atom 6 (C): 0.006, atom 7 (C): -0.046, atom 8 (C): 0.005

> Look up the energy relative to the best compared isomer or geometry (same formula, charge and spin) of the second one.

5.15 kcal per mole

> What is the formula in the third record?

C38H29AsN6O3PbS2